# 1
ORCA calculation (the ωB97M-V functional and the def2-TZVPD basis) on a structure of composition C31H44BaN4P2 in a non-equilibrium geometry.

CARTESIAN COORDINATES (ANGSTROEM)
1 Ba -1.531 0.893 0.977
2 C 1.276 -4.760 1.176
3 C 0.869 -3.505 1.360
4 C 1.179 -2.296 0.520
5 C 0.209 -2.064 -0.648
6 C 0.134 -3.133 -1.706
7 C 0.888 -4.233 -1.826
8 C 2.255 -4.412 -1.203
9 C 2.249 -5.200 0.133
10 C -3.370 -1.051 1.394
11 H 0.932 -5.542 1.868
12 H 0.223 -3.257 2.213
13 H 2.237 -2.223 0.226
14 H 1.043 -1.437 1.199
15 H -0.820 -1.990 -0.227
16 H 0.443 -1.091 -1.127
17 H -0.701 -2.975 -2.404
18 H 0.538 -5.054 -2.476
19 H 2.800 -3.449 -1.157
20 H 2.836 -5.066 -1.868
21 H 2.025 -6.261 -0.072
22 H 3.275 -5.155 0.529
23 H -4.033 -1.552 2.115
24 H -2.800 -1.826 0.832
25 H -4.013 -0.509 0.664
26 P -1.316 1.962 -1.731
27 P 0.696 2.843 1.003
28 N -0.808 1.179 -3.232
29 N -2.521 3.166 -2.635
30 N 2.281 2.226 0.262
31 N 1.371 4.094 2.068
32 C 0.096 3.127 -1.720
33 C 0.266 3.954 -0.428
34 C -1.433 0.010 -3.674
35 C -1.163 -0.140 -5.024
36 C -0.372 0.977 -5.443
37 C -0.182 1.783 -4.331
38 C -3.848 3.349 -2.261
39 C -4.384 4.429 -2.970
40 C -3.330 4.961 -3.775
41 C -2.223 4.131 -3.591
42 C 2.700 0.904 0.449
43 C 3.759 0.627 -0.406
44 C 3.969 1.798 -1.202
45 C 3.073 2.765 -0.756
46 C 2.552 4.824 1.858
47 C 2.540 5.940 2.685
48 C 1.282 5.943 3.380
49 C 0.574 4.827 2.965
50 H -0.030 3.847 -2.541
51 H 1.008 2.543 -1.916
52 H 1.050 4.733 -0.563
53 H -0.661 4.506 -0.155
54 H -2.023 -0.564 -2.976
55 H -1.516 -0.944 -5.645
56 H -0.006 1.203 -6.432
57 H 0.344 2.722 -4.230
58 H -4.295 2.696 -1.522
59 H -5.403 4.787 -2.917
60 H -3.350 5.850 -4.391
61 H -1.262 4.172 -4.080
62 H 2.240 0.298 1.220
63 H 4.318 -0.307 -0.445
64 H 4.685 1.911 -2.007
65 H 2.937 3.787 -1.085
66 H 3.278 4.483 1.136
67 H 3.325 6.677 2.758
68 H 0.944 6.697 4.073
69 H -0.420 4.483 3.209
70 C -0.697 -4.766 5.584
71 C -1.038 -4.217 4.180
72 C -2.030 -5.070 3.367
73 C -1.408 -2.805 4.173
74 H -1.600 -4.970 6.169
75 H -0.095 -4.032 6.132
76 H -0.113 -5.693 5.529
77 H -0.077 -4.198 3.643
78 H -2.920 -5.300 3.966
79 H -2.351 -4.497 2.489
80 H -1.575 -6.012 3.029
81 H -0.810 -2.123 4.772
82 H -2.171 -2.429 3.496

LUMO (alpha / beta) in eV: -0.78 / -0.57
HOMO energy (alpha / beta) in eV: -7.1 / -5.4
Kohn-Sham gap (alpha / beta) in eV: 6.31 / 4.88
Multiplicity: 1



# 2
ORCA calculation (the ωB97M-V functional and the def2-TZVPD basis) on a structure of composition C31H44FIrN5S5Si.

CARTESIAN COORDINATES (ANGSTROEM)
1 Ir 0.048 -1.221 -1.136
2 S -0.281 -8.118 -3.429
3 C -0.210 -6.557 -2.885
4 S -1.434 -5.383 -3.180
5 C -0.658 -4.019 -2.410
6 C 0.537 -4.272 -1.842
7 S 1.460 -3.097 -0.946
8 S 1.103 -5.920 -1.970
9 S -1.488 -2.489 -2.341
10 C -3.679 -0.443 -1.162
11 Si -2.613 1.027 -1.596
12 C -3.529 1.830 -3.049
13 C -2.804 2.286 -0.211
14 N -0.979 0.525 -1.983
15 C -0.338 0.963 -3.112
16 C -0.478 2.250 -3.684
17 C 0.159 2.630 -4.853
18 C 1.021 1.772 -5.520
19 C 1.258 0.524 -4.955
20 C 0.603 0.180 -3.800
21 F 0.993 -1.010 -3.206
22 H -4.610 -0.102 -0.697
23 H -3.168 -1.104 -0.468
24 H -3.926 -1.027 -2.050
25 H -4.596 1.728 -2.830
26 H -3.337 1.350 -4.010
27 H -3.321 2.896 -3.151
28 H -3.784 2.760 -0.324
29 H -2.045 3.069 -0.261
30 H -2.754 1.845 0.787
31 H -1.096 2.970 -3.170
32 H -0.011 3.630 -5.238
33 H 1.521 2.069 -6.432
34 H 1.955 -0.183 -5.387
35 C 3.642 -0.275 3.299
36 C 2.289 -0.907 3.064
37 N 2.041 -1.012 1.640
38 C 2.455 -0.125 0.713
39 N 1.914 -0.140 -0.478
40 C 2.435 0.767 -1.492
41 C 3.851 1.233 -1.222
42 C 3.908 1.771 0.184
43 N 3.480 0.724 1.089
44 C 3.682 1.011 2.500
45 H 4.432 -0.943 2.949
46 H 3.796 -0.077 4.361
47 H 1.506 -0.303 3.542
48 H 2.242 -1.910 3.489
49 H 1.193 -1.497 1.367
50 H 1.764 1.629 -1.594
51 H 2.424 0.248 -2.445
52 H 4.141 1.996 -1.945
53 H 4.540 0.390 -1.316
54 H 3.268 2.659 0.273
55 H 4.922 2.063 0.469
56 H 2.908 1.701 2.868
57 H 4.647 1.512 2.595
58 C 0.513 3.663 0.674
59 C 0.000 2.481 1.456
60 C -0.328 2.631 2.803
61 C -0.881 1.551 3.468
62 C -1.307 1.668 4.910
63 C -1.065 0.337 2.815
64 C -0.684 0.110 1.466
65 C -0.179 1.269 0.823
66 N -0.750 -1.111 0.804
67 C -1.440 -2.233 1.535
68 C -1.536 -3.535 0.742
69 C -0.604 -2.661 2.772
70 C -2.916 -1.898 1.860
71 H -0.059 4.564 0.906
72 H 0.446 3.483 -0.401
73 H 1.559 3.877 0.914
74 H -0.196 3.585 3.304
75 H -1.141 2.678 5.288
76 H -0.753 0.974 5.547
77 H -2.368 1.434 5.025
78 H -1.516 -0.438 3.407
79 H -0.003 1.236 -0.240
80 H -0.556 -3.900 0.456
81 H -2.160 -3.424 -0.141
82 H -1.999 -4.281 1.393
83 H 0.267 -3.218 2.417
84 H -1.191 -3.345 3.389
85 H -0.249 -1.855 3.406
86 H -3.531 -2.131 0.993
87 H -3.104 -0.860 2.116
88 H -3.267 -2.526 2.684

LUMO in eV: 2.32
HOMO energy in eV: -4.0
Charge: -1
Kohn-Sham gap in eV: 6.35
Multiplicity: 1



# 3
ORCA calculation (the ωB97M-V functional and the def2-TZVPD basis) on an isolated molecule of C31H44N4O4.

CARTESIAN COORDINATES (ANGSTROEM)
1 C 3.917 2.170 -2.249
2 C 2.933 2.962 -1.395
3 N 2.832 2.449 -0.031
4 C 4.089 2.488 0.713
5 C 4.802 3.842 0.791
6 C 1.733 3.057 0.719
7 C 1.031 2.040 1.632
8 N -0.039 1.339 0.968
9 C -1.307 1.344 1.449
10 O -1.676 1.963 2.422
11 C -2.143 0.450 0.555
12 C -3.457 1.018 0.024
13 C -4.655 0.112 0.265
14 O -4.548 -1.046 0.596
15 N -5.832 0.750 0.019
16 C -7.139 0.248 0.072
17 C -8.180 1.119 -0.241
18 C -9.487 0.672 -0.207
19 C -9.767 -0.638 0.138
20 C -8.737 -1.517 0.453
21 C -9.044 -2.932 0.834
22 C -7.425 -1.068 0.417
23 C -3.099 1.111 -1.508
24 C -2.977 -0.313 -2.013
25 C -1.816 -0.761 -1.549
26 C -1.273 0.383 -0.733
27 O -1.751 1.524 -1.453
28 C 0.153 0.592 -0.266
29 C 0.928 -0.707 0.015
30 O 0.392 -1.783 0.176
31 N 2.251 -0.494 0.083
32 C 3.192 -1.550 0.401
33 C 3.887 -1.251 1.731
34 C 4.896 -2.341 2.071
35 C 5.916 -2.482 0.946
36 C 5.249 -2.806 -0.395
37 C 4.672 -4.221 -0.406
38 C 4.214 -1.716 -0.733
39 C 3.507 -1.989 -2.059
40 H 4.944 2.335 -1.937
41 H 3.825 2.485 -3.285
42 H 3.699 1.107 -2.192
43 H 3.205 4.028 -1.414
44 H 1.940 2.873 -1.846
45 H 4.768 1.760 0.261
46 H 3.866 2.150 1.729
47 H 5.171 4.151 -0.184
48 H 5.650 3.759 1.465
49 H 4.140 4.616 1.172
50 H 2.086 3.895 1.333
51 H 0.991 3.456 0.024
52 H 0.557 2.558 2.471
53 H 1.759 1.323 2.029
54 H -2.287 -0.526 1.023
55 H -3.636 2.021 0.420
56 H -5.776 1.727 -0.235
57 H -7.962 2.144 -0.510
58 H -10.290 1.351 -0.450
59 H -10.791 -0.982 0.164
60 H -8.131 -3.509 0.949
61 H -9.668 -3.405 0.077
62 H -9.590 -2.957 1.777
63 H -6.617 -1.736 0.660
64 H -3.706 1.801 -2.089
65 H -3.730 -0.820 -2.582
66 H -1.364 -1.729 -1.605
67 H 0.699 1.199 -0.994
68 H 2.603 0.456 -0.030
69 H 2.591 -2.459 0.495
70 H 3.137 -1.171 2.520
71 H 4.405 -0.291 1.654
72 H 4.377 -3.287 2.224
73 H 5.408 -2.090 3.002
74 H 6.635 -3.265 1.194
75 H 6.470 -1.544 0.851
76 H 6.026 -2.767 -1.169
77 H 4.378 -4.508 -1.411
78 H 5.428 -4.926 -0.064
79 H 3.806 -4.309 0.242
80 H 4.763 -0.769 -0.823
81 H 4.233 -2.192 -2.843
82 H 2.909 -1.131 -2.359
83 H 2.838 -2.840 -1.969

SMILES string: CCN(CC)CCN1C(=O)[C@H]2[C@H](C(=O)Nc3cccc(C)c3)[C@@H]3C=C[C@]2(O3)[C@@H]1C(=O)N[C@@H]1CCC[C@@H](C)[C@H]1C
LUMO in eV: 0.61
HOMO energy in eV: -8.4
Kohn-Sham gap in eV: 9.00
Multiplicity: 1



# 4
ORCA calculation (the ωB97M-V functional and the def2-TZVPD basis) on a structure of composition C31H44N4OP2Tc in a non-equilibrium geometry.

CARTESIAN COORDINATES (ANGSTROEM)
1 Tc 0.183 -0.949 2.741
2 C -1.377 1.815 3.219
3 C -1.461 0.701 2.374
4 C -1.228 0.922 0.869
5 C 0.172 0.681 0.327
6 C 1.194 0.117 1.284
7 C 1.451 0.756 2.558
8 C 1.159 2.237 2.765
9 C -0.230 2.726 3.297
10 C 1.762 -2.017 3.458
11 H -2.244 2.078 3.831
12 H -2.387 0.117 2.565
13 H -1.564 1.926 0.567
14 H -1.917 0.217 0.361
15 H 0.079 -0.046 -0.500
16 H 0.544 1.593 -0.165
17 H 2.042 -0.387 0.803
18 H 2.399 0.475 3.040
19 H 1.363 2.755 1.816
20 H 1.915 2.594 3.482
21 H -0.104 3.056 4.353
22 H -0.460 3.665 2.739
23 H 1.415 -2.722 4.234
24 H 2.592 -1.452 3.915
25 H 2.218 -2.603 2.643
26 P 1.603 -0.997 -2.029
27 P -2.259 -0.241 -1.863
28 N 2.905 0.083 -2.518
29 N 2.110 -2.235 -3.244
30 N -2.432 1.399 -2.455
31 N -3.683 -0.792 -2.780
32 C 0.359 -0.210 -3.164
33 C -1.024 -0.877 -3.129
34 C 4.015 0.333 -1.701
35 C 4.924 1.116 -2.406
36 C 4.373 1.343 -3.713
37 C 3.134 0.709 -3.752
38 C 2.385 -3.557 -2.899
39 C 2.704 -4.272 -4.046
40 C 2.634 -3.364 -5.148
41 C 2.265 -2.129 -4.630
42 C -2.599 2.564 -1.681
43 C -2.293 3.664 -2.464
44 C -1.940 3.179 -3.771
45 C -2.042 1.801 -3.746
46 C -4.445 -0.195 -3.802
47 C -5.347 -1.134 -4.311
48 C -5.113 -2.370 -3.606
49 C -4.081 -2.140 -2.702
50 H 0.692 -0.227 -4.216
51 H 0.340 0.848 -2.854
52 H -1.471 -0.803 -4.134
53 H -0.954 -1.957 -2.913
54 H 4.020 -0.038 -0.690
55 H 5.864 1.495 -2.040
56 H 4.811 1.908 -4.531
57 H 2.398 0.720 -4.545
58 H 2.311 -3.846 -1.861
59 H 2.949 -5.327 -4.090
60 H 2.822 -3.580 -6.195
61 H 2.098 -1.201 -5.158
62 H -2.970 2.505 -0.668
63 H -2.294 4.699 -2.137
64 H -1.621 3.755 -4.637
65 H -1.857 1.085 -4.543
66 H -4.299 0.829 -4.098
67 H -6.082 -0.958 -5.089
68 H -5.643 -3.304 -3.758
69 H -3.587 -2.800 -2.011
70 C 1.249 0.239 6.210
71 C -0.118 -0.374 5.943
72 C -0.265 -1.607 6.821
73 C -1.199 0.629 6.326
74 O -0.301 -0.728 4.553
75 H 1.329 0.526 7.274
76 H 1.404 1.138 5.597
77 H 2.058 -0.474 6.002
78 H -0.152 -1.327 7.877
79 H -1.258 -2.047 6.684
80 H 0.495 -2.360 6.592
81 H -1.050 1.587 5.815
82 H -2.186 0.246 6.047
83 H -1.203 0.818 7.409

LUMO (alpha / beta) in eV: -6.76 / -9.32
<S²>: 3.796
HOMO energy (alpha / beta) in eV: -12.1 / -12.1
Charge: +2
Kohn-Sham gap (alpha / beta) in eV: 5.32 / 2.77
Multiplicity: 4



# 5
ORCA calculation (the ωB97M-V functional and the def2-TZVPD basis) on a structure of composition C31H45BN8PdS3 in a non-equilibrium geometry.

CARTESIAN COORDINATES (ANGSTROEM)
1 Pd 1.580 3.324 -0.314
2 C 0.755 1.432 4.601
3 C 0.803 0.697 3.288
4 C 1.066 -0.656 3.246
5 C 1.253 -1.329 2.030
6 N 1.075 -0.760 0.879
7 N 0.582 0.496 0.907
8 B 0.128 1.086 -0.436
9 N -1.289 1.627 -0.433
10 N -2.206 0.722 0.019
11 C -3.421 1.198 0.202
12 C -3.750 2.571 -0.081
13 C -2.845 3.430 -0.649
14 C -3.109 4.930 -0.736
15 C -1.527 2.916 -0.760
16 S -0.332 3.806 -1.571
17 C -4.262 0.233 1.014
18 C -3.726 0.230 2.437
19 C -5.716 0.728 1.038
20 C -4.131 -1.125 0.336
21 N 0.656 0.292 -1.593
22 N -0.095 -0.882 -1.781
23 C -0.081 -1.384 -2.974
24 C 0.580 -0.757 -4.051
25 C 1.364 0.347 -3.861
26 C 2.004 1.063 -5.025
27 C 1.402 0.910 -2.546
28 S 2.326 2.333 -2.247
29 C -0.767 -2.727 -3.159
30 C -1.967 -2.392 -4.113
31 C 0.296 -3.695 -3.736
32 C -1.286 -3.311 -1.868
33 C 0.632 1.316 1.996
34 S 0.330 3.025 1.869
35 C 1.656 -2.767 1.944
36 C 0.467 -3.665 2.179
37 C 2.612 -3.027 3.145
38 C 2.351 -3.139 0.669
39 H 1.172 0.687 5.294
40 H -0.295 1.629 4.869
41 H 1.376 2.302 4.534
42 H 1.295 -1.229 4.175
43 H -4.712 2.942 0.247
44 H -2.894 5.426 0.196
45 H -4.191 5.048 -0.909
46 H -2.433 5.322 -1.523
47 H -3.303 1.226 2.649
48 H -2.917 -0.508 2.567
49 H -4.532 -0.070 3.149
50 H -5.796 1.773 1.413
51 H -6.325 0.106 1.717
52 H -6.187 0.697 0.061
53 H -3.049 -1.503 0.334
54 H -4.468 -1.061 -0.718
55 H -4.692 -1.950 0.761
56 H 0.530 -1.061 -5.121
57 H 2.059 0.452 -5.890
58 H 3.000 1.407 -4.654
59 H 1.400 1.953 -5.379
60 H -1.623 -1.756 -4.965
61 H -2.742 -1.807 -3.623
62 H -2.400 -3.307 -4.523
63 H 0.732 -3.203 -4.669
64 H -0.231 -4.679 -3.860
65 H 1.093 -3.711 -2.967
66 H -2.045 -2.695 -1.368
67 H -0.418 -3.573 -1.193
68 H -1.886 -4.190 -2.168
69 H 0.014 -3.504 3.177
70 H 0.926 -4.677 2.148
71 H -0.272 -3.582 1.367
72 H 2.097 -3.072 4.092
73 H 3.421 -2.326 3.204
74 H 3.014 -4.049 3.075
75 H 1.791 -2.874 -0.195
76 H 2.739 -4.190 0.648
77 H 3.277 -2.620 0.536
78 C 4.526 0.967 -0.078
79 C 4.385 2.203 0.732
80 N 3.341 3.092 0.784
81 C 3.657 4.005 1.778
82 C 4.809 3.597 2.414
83 N 5.244 2.467 1.758
84 H 4.526 1.262 -1.188
85 H 3.686 0.285 0.095
86 H 5.494 0.533 0.215
87 H 3.019 4.877 1.932
88 H 5.377 3.962 3.220
89 H 6.001 1.883 1.984

LUMO (alpha / beta) in eV: -6.80 / -8.43
<S²>: 2.020
HOMO energy (alpha / beta) in eV: -12.6 / -13.8
Charge: +2
Kohn-Sham gap (alpha / beta) in eV: 5.75 / 5.42
Multiplicity: 3